# 1
The following is a quantum chemistry calculation of a structure of composition C31H27BF14N2O3STeTi, from the OMol25 dataset.

XYZ file:
```
81
Properties=species:S:1:pos:R:3:mulliken_charge:R:1
Te 3.092 0.342 0.249 -0.161
Ti 0.012 -1.046 -0.939 -0.895
S 2.080 -3.289 -2.133 0.194
F -2.228 -1.980 -4.721 -0.288
F 0.549 2.034 -0.166 -0.315
F 0.850 -0.192 -4.351 -0.215
F -2.901 -3.166 -1.419 -0.249
F -0.179 1.668 -4.646 -0.267
F -1.770 -5.080 0.715 -0.319
F -4.077 -3.757 0.281 -0.369
F 1.378 1.500 -2.212 -0.239
F -0.729 -0.063 -5.794 -0.354
F -2.804 -4.257 2.430 -0.284
F -0.665 -4.055 2.258 -0.200
F -3.927 -1.687 -0.226 -0.252
F -3.208 -0.079 -5.063 -0.279
F -3.522 -1.141 -3.214 -0.189
O -0.763 -1.100 -2.706 -0.966
O 1.807 -1.844 -1.792 -0.012
O -0.781 -2.716 -0.050 0.341
N -1.652 -0.105 -0.423 1.545
N 1.281 -1.356 2.099 -0.522
C 6.906 2.971 3.159 -0.291
C 1.366 -0.951 0.909 -0.181
C -1.761 -0.175 0.982 0.026
C -1.983 1.016 -2.589 -1.200
C -3.569 2.937 -1.338 -1.231
C 4.350 2.116 2.449 0.780
C -2.197 0.915 -1.181 1.139
C 6.216 2.108 4.025 -0.867
C -1.375 -0.127 -3.427 1.451
C -0.349 0.345 -4.552 0.745
C -3.849 4.224 -3.503 -1.569
C -2.538 2.087 -3.282 -0.576
C -1.845 -0.378 3.794 0.943
C -3.041 1.887 -0.614 -0.810
C 0.536 -3.958 -2.752 -0.480
C -1.801 -4.016 1.552 0.025
C 5.034 3.017 1.549 1.209
C 3.029 1.575 2.057 -1.462
C -1.549 0.935 1.801 -0.333
C -2.002 -1.498 2.986 -0.874
C 6.354 3.404 1.981 -0.916
C 4.489 3.431 0.351 -1.750
C -1.947 -1.435 1.602 -0.798
C 4.946 1.695 3.626 -0.368
C 2.094 -4.123 -0.545 -0.422
C -1.599 0.839 3.179 -1.592
C -1.900 -2.700 0.727 1.984
C -3.208 -2.813 -0.170 0.452
C -2.591 -0.829 -4.120 0.538
C -3.306 3.078 -2.691 0.217
C -1.877 -0.517 5.293 -1.619
B 1.057 1.026 -0.962 1.174
H -1.108 -1.213 5.636 0.331
H -3.298 1.804 0.430 0.557
H 7.904 3.312 3.424 0.324
H 2.269 2.322 1.821 0.422
H 5.056 4.091 -0.297 0.234
H -4.200 3.660 -0.830 0.270
H -1.697 0.443 5.777 0.377
H -4.369 4.940 -2.865 0.363
H 0.316 -3.451 -3.690 0.181
H -4.556 3.881 -4.263 0.306
H 6.652 1.772 4.958 0.339
H -1.407 1.722 3.780 0.242
H -2.385 2.147 -4.351 0.478
H -2.841 -0.895 5.643 0.325
H -3.050 4.761 -4.020 0.345
H -0.260 -3.771 -2.027 -0.110
H 0.680 -5.028 -2.913 0.549
H -1.287 1.872 1.332 0.737
H 2.981 -3.778 -0.017 0.300
H 4.390 1.002 4.255 0.278
H 6.920 4.073 1.338 0.261
H 2.069 -1.089 2.698 0.312
H 2.641 0.902 2.823 0.572
H 1.192 -3.842 0.004 -0.301
H 3.443 3.296 0.111 0.298
H -2.130 -2.450 3.481 0.502
H 2.144 -5.200 -0.711 0.456
```

* LUMO: 3.6 eV
* strongest force on any atom: 0.6 eV/A
* HOMO energy: -0.049 eV
* spin multiplicity: 1
* charge: -2
* calculated total energy: -4471.59193 Ha
* gap between HOMO and LUMO: 3.69 eV

# 2
The following is a quantum chemistry calculation of a cluster of 2 separate species, H6N2 in total, from the OMol25 dataset.

XYZ file:
```
8
Properties=species:S:1:pos:R:3:nbo_charge:R:1
N -0.903 0.601 2.161 -1.068
N 1.278 -0.742 -1.898 -1.069
H -1.541 -0.100 2.551 0.358
H 1.365 -0.511 -2.893 0.358
H -0.503 0.198 1.307 0.355
H -1.478 1.399 1.872 0.356
H 0.291 -0.957 -1.727 0.354
H 1.491 0.113 -1.374 0.357
```

* LUMO: 0.9 eV
* strongest force on any atom: 0.5 eV/A
* HOMO energy: -10.244 eV
* SMILES: N.N
* spin multiplicity: 1
* charge: 0
* calculated total energy: -113.09989 Ha
* gap between HOMO and LUMO: 11.11 eV

# 3
The following is a quantum chemistry calculation of a cluster of 2 separate species, CH4N2P2 in total, from the OMol25 dataset.

XYZ file:
```
9
Properties=species:S:1:pos:R:3:nbo_charge:R:1
P -2.346 0.516 -0.751 0.361
P -0.996 0.905 1.047 0.725
N 0.683 0.920 0.701 -1.113
N -1.995 -1.807 0.730 -0.554
C -1.612 -0.629 0.395 -0.443
H 0.918 0.632 -0.245 0.389
H -0.011 -0.072 -1.617 -0.089
H -1.634 -2.119 1.690 0.337
H 0.994 1.886 0.864 0.387
```

* LUMO (alpha / beta): -1.4 / -1.8 eV
* strongest force on any atom: 2.3 eV/A
* HOMO energy (alpha / beta): -8.888 / -8.909 eV
* spin multiplicity: 1
* charge: 0
* calculated total energy: -832.54530 Ha
* gap between HOMO and LUMO (alpha / beta): 7.49 / 7.09 eV

# 4
The following is a quantum chemistry calculation of the molecule C7H9O2P, from the OMol25 dataset.

XYZ file:
```
19
Properties=species:S:1:pos:R:3:nbo_charge:R:1
P 0.243 -0.211 -1.207 2.149
O -1.211 0.523 -0.870 -0.773
O 0.449 -1.544 -0.722 -1.065
C -2.054 0.080 0.087 0.138
C 1.402 1.050 -0.517 -0.588
C 2.198 0.924 0.520 -0.319
C -1.291 -0.837 2.374 0.097
C -1.748 -0.508 1.222 -0.157
C 0.220 -0.090 -2.999 -1.044
C -0.927 -0.971 3.648 -0.470
H -3.068 0.238 -0.348 0.197
H 1.153 0.163 -3.550 0.258
H 1.282 2.127 -0.885 0.219
H 2.446 -0.088 0.814 0.215
H 0.028 -0.721 3.994 0.212
H 0.109 -1.004 -3.413 0.258
H -1.457 -1.433 4.487 0.223
H -0.429 0.547 -3.480 0.253
H 2.655 1.757 0.845 0.195
```

* LUMO: 0.5 eV
* strongest force on any atom: 4.0 eV/A
* HOMO energy: -8.438 eV
* SMILES: C=C=C=CO[P@](C)(=O)C=C
* spin multiplicity: 1
* charge: 0
* calculated total energy: -763.84987 Ha
* gap between HOMO and LUMO: 8.94 eV

# 5
The following is a quantum chemistry calculation of a structure of composition C12H14BF4IN2Pb, from the OMol25 dataset.

XYZ file:
```
35
Properties=species:S:1:pos:R:3:nbo_charge:R:1
Pb 1.543 2.207 0.458 1.418
I 0.018 5.130 -0.364 0.100
F -0.256 0.000 3.682 -0.532
F -0.458 0.978 1.577 -0.578
F 0.830 -0.929 1.833 -0.544
F 1.559 1.105 2.702 -0.587
N 1.040 -1.811 -1.250 -0.408
N -0.464 0.460 -1.512 -0.426
C -2.521 -0.771 -1.387 -0.218
C -2.567 1.615 -1.626 -0.249
C -1.110 -0.715 -1.447 0.177
C 1.844 -2.866 -1.240 0.058
C 1.378 -4.163 -1.504 -0.246
C 2.619 0.607 -0.477 -1.371
C -1.165 1.579 -1.659 0.030
C -0.272 -1.946 -1.468 0.176
C 0.367 4.518 1.689 -0.748
C 0.016 -4.331 -1.775 -0.173
C -0.820 -3.213 -1.756 -0.224
C -3.259 0.410 -1.488 -0.165
B 0.386 0.209 2.495 1.358
H -3.065 2.577 -1.712 0.224
H -0.226 3.633 1.950 0.243
H 3.319 0.152 0.238 0.233
H 1.438 4.402 1.898 0.219
H -1.884 -3.267 -1.973 0.212
H -0.602 2.511 -1.790 0.190
H -0.003 5.369 2.271 0.221
H -2.996 -1.742 -1.267 0.218
H -0.398 -5.311 -2.007 0.221
H -4.348 0.382 -1.451 0.224
H 2.896 -2.676 -1.014 0.201
H 1.904 -0.153 -0.826 0.308
H 3.171 1.006 -1.349 0.220
H 2.089 -4.985 -1.485 0.222
```

* LUMO: -0.5 eV
* strongest force on any atom: 1.8 eV/A
* HOMO energy: -8.054 eV
* spin multiplicity: 1
* charge: 0
* calculated total energy: -1490.20604 Ha
* gap between HOMO and LUMO: 7.52 eV

# 6
The following is a quantum chemistry calculation of the molecule C14H21NO2, from the OMol25 dataset.

XYZ file:
```
38
Properties=species:S:1:pos:R:3:nbo_charge:R:1
O -0.908 -0.718 -0.456 -0.512
O -3.873 -0.584 3.193 -0.628
N -3.311 -0.332 1.025 -0.620
C -1.124 -1.415 0.754 -0.072
C 6.746 0.861 -2.164 -0.598
C -4.379 1.524 2.121 -0.498
C 1.770 0.542 -2.529 -0.179
C -2.635 -1.600 0.906 -0.244
C 0.518 0.226 -2.054 -0.250
C -3.834 0.106 2.198 0.681
C 2.769 -0.471 -0.622 -0.209
C 5.465 0.376 -1.494 -0.393
C 2.923 0.199 -1.824 -0.039
C 1.513 -0.795 -0.128 -0.258
C 4.262 0.563 -2.413 -0.415
C -5.167 1.887 3.372 -0.598
C 0.375 -0.450 -0.842 0.282
H 1.443 -1.315 0.814 0.211
H -3.195 0.305 0.254 0.399
H -0.371 0.491 -2.604 0.219
H 5.308 0.935 -0.569 0.199
H -5.009 1.613 1.233 0.216
H -3.531 2.204 2.000 0.220
H 1.862 1.066 -3.470 0.208
H 5.575 -0.680 -1.240 0.196
H 4.222 1.610 -2.731 0.206
H -6.028 1.233 3.475 0.214
H -0.633 -2.396 0.728 0.180
H -0.734 -0.839 1.604 0.180
H -2.849 -2.165 1.815 0.243
H 4.413 -0.035 -3.318 0.209
H 3.632 -0.756 -0.042 0.211
H 6.929 0.308 -3.083 0.201
H 6.674 1.918 -2.409 0.201
H 7.600 0.720 -1.504 0.209
H -4.543 1.761 4.253 0.221
H -3.019 -2.138 0.034 0.200
H -5.510 2.918 3.323 0.205
```

* LUMO: 0.8 eV
* strongest force on any atom: 0.6 eV/A
* HOMO energy: -8.418 eV
* SMILES: CCCc1ccc(OCCNC(=O)CC)cc1
* spin multiplicity: 1
* charge: 0
* calculated total energy: -751.32077 Ha
* gap between HOMO and LUMO: 9.22 eV